1.
# C5H7NS2

An isolated molecule of C5H7NS2 (the ωB97M-V functional and the def2-TZVPD basis, the Open Molecules 2025 dataset).

Element x y z (Å)
H (-1.11517, 0.12468, -1.72417)
H (-2.02062, -1.28073, -0.08228)
H (-0.03174, 2.55740, -1.41512)
H (0.26849, -1.03680, -1.64040)
C (-0.70604, 0.37576, 0.87514)
S (-0.11893, -2.24183, 0.70316)
N (1.40779, -1.45800, 1.01324)
H (-1.36745, 1.24530, 0.64386)
H (-0.52768, 0.49888, 1.93097)
C (1.61371, -0.29385, 0.57009)
S (1.04489, 2.05666, -0.69725)
C (0.46995, 0.45233, -0.21595)
H (2.51192, 0.33158, 1.01496)
C (-0.38619, -0.42550, -1.13265)
C (-1.04293, -0.90585, 0.15639)

Forces on atoms 1 to 3 (eV/Å):
H 0.401 0.202 -0.248
H -0.890 0.028 0.749
H 0.647 -0.729 0.682

**SMILES string**: S[C@]12C=NS[C@H](C1)C2
**Frontier orbital gap**: 9.1014 eV

Results of the Mulliken charge analysis, in e, for atoms 1 through 5: 0.378 0.391 0.133 0.353 -0.927

---

2.
# C5H15N3

A cluster of 2 separate species, C5H15N3 in total (the ωB97M-V functional and the def2-TZVPD basis, the Open Molecules 2025 dataset).

Element x y z (Å)
H (3.76815, 0.40770, 1.84377)
C (2.76499, 0.22452, 1.41580)
H (-0.64382, 1.94396, -0.80384)
H (-3.24264, -1.98748, -2.13509)
N (-2.59401, -0.56610, -0.80174)
C (0.41387, 2.07142, -0.71041)
H (-1.48144, -2.19300, 1.77413)
H (2.73974, 2.19075, 0.45052)
C (-2.30987, -1.50174, -1.86861)
H (-2.54154, -0.13121, 1.21449)
C (-2.44676, -0.93922, 0.46706)
H (-2.05120, -0.89233, -2.75685)
C (2.39734, 1.15464, 0.28751)
H (2.84451, 0.77958, -0.68524)
N (0.92979, 0.99698, 0.17293)
H (0.69497, 3.05730, -0.28918)
H (-1.83743, -2.92861, 0.31018)
H (2.08177, 0.52633, 2.18596)
N (-2.06112, -2.17590, 0.97931)
H (2.72065, -0.86775, 1.25890)
H (0.84302, 1.92074, -1.71809)
H (-1.48880, -2.20278, -1.68889)
H (0.49982, 1.11220, 1.09739)

Forces on atoms 1 to 3 (eV/Å):
H -0.266 0.064 -0.354
C 1.578 0.071 0.844
H -0.749 0.215 -0.013

**SMILES string**: C/N=C\N.CCNC
**Frontier orbital gap**: 9.7563 eV

Results of the Mulliken charge analysis, in e, for atoms 1 through 5: 0.345 -1.105 0.348 0.326 -0.432

---

3.
# C31H24AuN2P2S2

A structure of composition C31H24AuN2P2S2 (the ωB97M-V functional and the def2-TZVPD basis, the Open Molecules 2025 dataset).

Element x y z (Å)
H (-1.65343, 3.62244, 0.88087)
C (-4.65839, 1.97227, -4.72680)
C (0.03627, -2.04816, 3.58638)
C (-2.73196, 0.96570, -5.92707)
P (-0.45154, -1.84723, 0.82362)
C (3.41015, 2.22337, -1.05703)
H (0.59241, -4.53731, 0.88396)
C (1.33945, 0.93236, -2.26598)
H (1.97821, 2.92275, 0.45775)
H (4.48293, -1.57531, -0.00324)
P (-0.51343, 1.33930, -0.27940)
H (-1.81318, -0.91880, 6.23403)
H (1.17280, 0.71016, 2.19270)
H (4.56689, 1.53205, -2.62352)
H (0.28247, -2.24587, 5.77478)
C (-3.57124, 1.05530, -4.84703)
C (2.15552, 2.30436, -0.44401)
C (-3.34107, 0.25710, -3.69062)
C (3.60913, -2.22205, 0.15691)
C (-1.44810, -0.65703, -4.77233)
H (-3.94390, 0.29693, -2.80828)
C (3.63436, 1.47375, -2.15900)
C (-1.15480, 3.13453, 1.68468)
C (-0.78740, -1.59558, 2.58182)
H (0.89245, 1.41152, 4.48727)
H (-2.46467, -0.36546, 2.05637)
C (3.77428, -3.59827, 0.18156)
H (2.82444, -5.54015, 0.47557)
S (-1.74054, -3.12767, -0.10567)
C (-1.18677, 3.61183, 2.99050)
C (-1.46568, -1.14120, 5.19580)
H (-3.23504, -0.18897, 4.46705)
C (2.69911, -4.43485, 0.41452)
C (-0.69340, -0.42707, -0.20073)
C (2.58970, 0.88797, -2.86128)
C (0.33651, 1.92557, 3.72092)
H (-2.89125, 1.63436, -6.79678)
H (0.95656, -2.54584, 3.37216)
C (0.45171, 1.48289, 2.39820)
C (-1.63093, 0.11209, -5.89833)
H (4.25900, 2.77897, -0.66575)
H (-1.75917, 4.50980, 3.24156)
C (1.42313, -3.89181, 0.57882)
C (-2.28027, -0.62269, 4.17552)
H (-0.59464, -1.33995, -4.65324)
C (2.33581, -1.69160, 0.38177)
H (4.72017, -4.05243, -0.02106)
S (-2.12812, 1.89776, -1.27683)
H (0.47838, 0.44675, -2.79362)
H (-0.96079, 0.01920, -6.73616)
H (2.22518, -0.60459, 0.37935)
C (1.26872, -2.50898, 0.58211)
C (-0.31733, -1.83012, 4.92179)
C (-1.91143, -0.83080, 2.87930)
C (1.12981, 1.61164, -1.08061)
C (-0.51718, 2.99678, 4.02849)
H (2.73494, 0.40032, -3.83476)
Au (-1.72814, -1.47052, -1.81673)
H (-0.66817, 3.26484, 5.07903)
N (-2.28136, -0.59303, -3.71336)
N (-5.51711, 2.70802, -4.57419)
C (-0.32004, 2.01068, 1.36827)

Forces on atoms 1 to 3 (eV/Å):
H -0.624 0.278 -0.283
C 0.395 -0.196 -0.453
C 0.096 -0.176 0.741

**Net charge**: +1
**Frontier orbital gap (spin up / spin down)**: 8.0350 / 6.3032 eV
**Multiplicity**: 3

Results of the Mulliken charge analysis, in e, for atoms 1 through 5: 0.477 -0.049 -0.036 -0.089 1.203

---

4.
# C21H24FORu

A structure of composition C21H24FORu (the ωB97M-V functional and the def2-TZVPD basis, the Open Molecules 2025 dataset).

Element x y z (Å)
C (1.82524, 0.17165, 1.47992)
C (1.92933, 1.39808, -0.49069)
H (-1.18297, 1.37836, 2.37947)
H (2.58408, -1.73064, 0.54743)
C (-0.14437, -4.14531, 1.83861)
C (-0.34162, -1.61210, 3.07364)
C (-2.16940, -0.05875, 0.91941)
C (0.52876, 0.69760, -3.80999)
C (1.59524, 1.47359, 0.90445)
C (0.44367, -2.23889, -2.26043)
H (0.11071, -3.04578, 0.02601)
H (-1.90110, 1.71157, -1.92802)
O (0.03768, -1.54470, -1.06567)
C (2.36281, 0.07501, -0.77840)
C (-0.42918, -2.75870, 3.83447)
C (-1.72609, -0.51734, -3.95820)
H (-2.09389, -0.66621, -4.99529)
H (-0.64134, 2.85990, 0.15393)
C (0.39210, -1.80727, -3.88156)
H (2.72110, -0.28604, -1.73100)
H (-0.41577, -0.61715, 3.50661)
H (0.62853, 1.18851, -4.80055)
C (-0.24958, -0.52070, -4.25322)
H (-0.10168, -2.69932, -4.39592)
C (-0.13367, -1.74386, 1.68583)
H (-2.18841, 0.40714, -3.57312)
F (-0.43957, -5.13173, 3.98782)
H (-0.07997, -5.12044, 1.38361)
C (-0.33746, -3.98731, 3.24207)
H (1.47491, -1.88826, -4.21889)
Ru (0.06270, 0.02414, 0.44053)
H (-2.57319, -0.80932, 1.58979)
C (-1.37512, 1.08548, 1.35507)
H (1.56034, 0.51806, -3.41648)
C (-1.13480, 1.89325, 0.16147)
H (0.10439, 1.46506, -3.12068)
C (-1.83371, 1.28848, -0.92692)
C (-0.04027, -2.97696, 1.10255)
H (1.48667, -2.49143, -1.99932)
C (-2.45403, 0.10220, -0.47070)
C (2.28394, -0.70099, 0.42169)
H (-0.12466, -3.18360, -2.14565)
H (1.33206, 2.36401, 1.47541)
H (1.80180, -0.06100, 2.55018)
H (-2.18081, -1.33939, -3.33675)
H (-3.06760, -0.57269, -1.06012)
H (-0.58293, -2.68775, 4.94057)
H (1.88755, 2.22752, -1.19227)

Forces on atoms 1 to 3 (eV/Å):
C 1.923 0.508 0.982
C 0.990 -0.152 0.041
H -0.119 0.024 0.039

**Net charge**: -2
**Frontier orbital gap (spin up / spin down)**: 2.8690 / 5.3213 eV
**Multiplicity**: 6

Results of the Mulliken charge analysis, in e, for atoms 1 through 5: -1.078 -0.323 0.578 0.491 -0.910

---

Values for energy above the lowest of the compared OMol25 structures with the same formula, charge and spin, kJ/mol, ordered as above
225.67 177.81 123.52 168.06
Values for calculated total energy, eV, ordered as above
-28456.5280 -9897.3083 -79449.7866 -29502.4121